1.
Here is a structure of composition C36H28ClGaOP2S at a distorted geometry from OMol25. Energies are from ωB97M-V/def2-TZVPD.

Structure (XYZ):
```
70
Properties=species:S:1:pos:R:3:forces:R:3
Ga -1.3063 -1.9955 -0.9477 0.13 0.08 0.09
O 0.0709 1.8896 2.6648 0.33 0.17 0.47
S -0.1396 1.0030 1.5155 -0.70 -0.17 -0.71
C -1.0119 2.1612 0.3311 0.14 0.21 -0.45
C -1.9430 2.9707 0.9760 0.17 0.12 -0.06
C -2.6404 3.9735 0.3292 -0.05 0.05 0.03
C -2.3716 4.2606 -0.9947 -0.10 0.19 -0.08
C -1.3859 3.5513 -1.6432 0.28 -0.23 0.05
C -0.7032 2.4924 -1.0187 0.09 -0.09 0.28
P 0.5703 1.9616 -2.1858 -0.31 -0.02 -0.29
C 1.8824 3.1497 -2.4264 -0.27 -0.15 0.07
C 2.7954 3.3377 -1.3852 -0.07 0.09 -0.03
C 3.8510 4.2099 -1.5714 0.00 -0.01 0.07
C 4.0006 4.8746 -2.7840 -0.03 -0.02 -0.03
C 3.0899 4.6837 -3.8141 0.02 0.06 0.01
C 2.0175 3.8250 -3.6385 -0.14 -0.05 0.04
C -0.1610 1.3852 -3.7258 -0.01 0.16 0.30
C 0.7256 0.9179 -4.7005 -0.03 0.05 -0.04
C 0.2270 0.2885 -5.8269 0.00 0.03 0.02
C -1.1467 0.1366 -5.9856 0.01 0.00 0.01
C -2.0255 0.6100 -5.0218 0.00 0.03 0.02
C -1.5381 1.2215 -3.8751 0.05 0.13 -0.06
C -1.5678 -0.0501 2.0380 0.06 -0.52 0.06
C -2.6557 0.5864 2.6258 0.05 -0.08 0.02
C -3.6959 -0.1316 3.1877 -0.04 0.05 0.09
C -3.6442 -1.5108 3.2198 -0.14 -0.07 0.08
C -2.5450 -2.1701 2.7011 0.15 0.02 -0.03
C -1.4810 -1.4707 2.1236 -0.06 0.56 -0.28
P -0.1310 -2.4733 1.3967 0.21 0.00 0.84
C -0.4799 -4.1693 1.9421 0.04 -0.03 -0.54
C 0.0075 -4.7047 3.1309 0.02 0.12 -0.02
C -0.2289 -6.0383 3.4276 0.00 -0.01 0.06
C -0.9468 -6.8378 2.5491 -0.02 0.02 -0.03
C -1.4503 -6.3052 1.3697 -0.07 -0.03 -0.04
C -1.2093 -4.9769 1.0660 0.10 0.06 0.10
C 1.3931 -2.0241 2.2876 0.01 0.16 -0.55
C 1.4156 -1.2593 3.4495 -0.15 -0.06 -0.03
C 2.6308 -0.9716 4.0533 0.02 0.04 0.07
C 3.8176 -1.4300 3.5000 -0.03 -0.01 0.00
C 3.7989 -2.1744 2.3274 -0.03 -0.06 0.00
C 2.5890 -2.4733 1.7243 -0.04 -0.02 -0.07
H -2.0952 2.8390 2.0356 0.32 0.52 -0.37
H -3.3753 4.5526 0.8714 0.01 0.01 0.03
H -2.8888 5.0609 -1.5050 -0.01 0.00 -0.01
H -1.1088 3.8278 -2.6555 -0.09 0.07 -0.03
H 2.6777 2.8130 -0.4436 0.06 0.02 -0.01
H 4.5601 4.3699 -0.7712 0.01 0.01 -0.01
H 4.8346 5.5485 -2.9248 0.01 0.00 0.00
H 3.2143 5.2025 -4.7544 -0.01 0.02 0.01
H 1.2918 3.6808 -4.4289 0.05 0.00 -0.05
H 1.7940 1.0430 -4.5709 0.01 -0.05 -0.04
H 0.9063 -0.0829 -6.5816 0.01 0.02 -0.01
H -1.5333 -0.3534 -6.8690 0.00 0.02 -0.02
H -3.0927 0.5152 -5.1681 0.00 -0.04 0.03
H -2.2232 1.5939 -3.1241 0.00 -0.07 -0.02
H -2.6954 1.6619 2.6728 -0.20 -0.62 0.29
H -4.5317 0.3962 3.6257 -0.02 0.00 0.00
H -4.4425 -2.0761 3.6810 -0.01 -0.02 -0.02
H -2.4865 -3.2476 2.7763 -0.07 0.05 0.00
H 0.5727 -4.0849 3.8155 0.04 -0.03 0.00
H 0.1547 -6.4590 4.3470 0.01 0.01 0.01
H -1.1101 -7.8818 2.7786 -0.02 0.00 0.02
H -2.0160 -6.9267 0.6891 0.01 0.00 -0.01
H -1.5883 -4.5575 0.1366 -0.01 -0.13 -0.03
H 0.4959 -0.8974 3.8920 0.00 0.02 0.02
H 2.6468 -0.3820 4.9599 0.00 -0.01 0.01
H 4.7585 -1.2157 3.9882 0.01 0.05 -0.02
H 4.7217 -2.5232 1.8836 0.00 -0.02 0.04
H 2.5659 -3.0737 0.8204 0.06 0.04 0.00
Cl 1.5187 0.3332 -1.5680 0.22 -0.65 0.73
```
Positions in Å, forces in eV/Å.

The spin multiplicity is 1. As for the LUMO energy: -6.32 eV. As for the energy: -4929.2005 hartree. The highest occupied orbital energy comes out at -13.734 eV. For the maximum force, the calculation gives 1.01 eV/Å. The total charge is +2. The molecular weight is 675.8 Da.



2.
Here is a cluster of 2 separate species, C10H17NO4 in total at a distorted geometry from OMol25. Energies are from ωB97M-V/def2-TZVPD.

Structure (XYZ):
```
32
Properties=species:S:1:pos:R:3:forces:R:3
N 0.0553 -0.1296 0.9700 -0.74 3.37 0.96
O -1.1652 0.1160 0.9953 4.45 -0.74 -0.06
O 1.0592 0.5665 1.2407 -3.73 -2.52 -0.96
C 0.0919 -8.7605 1.8493 0.20 -0.37 0.14
C 0.0322 -7.3577 1.3197 1.24 0.18 -0.13
C 1.1742 -6.7050 1.0737 -0.15 -0.33 0.16
C 1.2338 -5.2944 0.5670 0.26 0.31 0.23
C -0.0844 -4.8452 -0.0626 0.63 0.16 0.18
C -1.2697 -5.2441 0.7993 -0.43 0.17 0.51
C -1.3057 -6.7555 1.0673 -0.43 0.10 -0.44
C -0.0895 -3.2077 -0.2387 -0.32 -2.51 -6.35
C -1.3379 -2.8337 -1.0723 -0.36 0.63 0.49
C 1.1817 -2.8485 -1.2009 -0.06 -2.40 0.90
O 1.0681 -1.5375 -1.5065 0.04 2.41 -0.82
O 0.0306 -2.6394 0.8449 0.51 1.88 4.77
H -0.9094 -9.1818 1.9305 0.03 -0.15 0.05
H 0.6937 -9.4059 1.1882 -0.26 0.17 0.25
H 0.5629 -8.7808 2.8472 -0.25 -0.05 -0.33
H 2.1375 -7.2130 1.2715 -0.59 0.33 -0.10
H 1.4736 -4.6163 1.4109 -0.04 -0.21 -0.36
H 2.0668 -5.2027 -0.1474 -0.27 0.00 0.13
H -0.1876 -5.3105 -1.0590 0.04 0.48 0.17
H -1.2154 -4.6932 1.7561 0.08 -0.25 -0.29
H -2.2149 -4.9306 0.3292 0.32 -0.16 0.13
H -1.7583 -7.2713 0.1970 0.10 0.10 0.29
H -1.9614 -6.9839 1.9168 0.00 0.14 -0.11
H -1.4693 -3.4206 -1.9878 0.10 0.03 0.22
H -2.2236 -2.9134 -0.4301 0.10 -0.05 -0.27
H -1.2297 -1.7716 -1.3315 -0.19 -0.35 -0.08
H 2.0861 -3.0243 -0.6132 0.03 -0.30 -0.03
H 1.1542 -3.4806 -2.1130 -0.05 -0.03 0.50
H 1.7941 -1.2698 -2.0872 -0.25 -0.02 0.22
```
Positions in Å, forces in eV/Å.

The spin multiplicity is 1. As for the LUMO energy (spin up / spin down): -1.69 / -1.55 eV. As for the energy: -746.7122 hartree. The highest occupied orbital energy (spin up / spin down) comes out at -8.775 / -8.819 eV. For the energy above the lowest of the compared OMol25 structures with the same formula, charge and spin, the calculation gives 5.629 eV. For the maximum force, the calculation gives 6.83 eV/Å. The total charge is 0. The molecular weight is 215.2 Da.



3.
Here is the ion C2H6IN2S with charge +1 at a distorted geometry from OMol25. Energies are from ωB97M-V/def2-TZVPD.

Structure (XYZ):
```
12
Properties=species:S:1:pos:R:3:forces:R:3
C 1.5056 -0.7865 -0.1673 -5.82 3.26 1.30
C -0.3982 1.1616 0.6708 -0.61 -0.34 0.65
N 1.5230 -2.0822 -0.3543 0.60 1.97 0.10
N 0.0603 -0.1897 0.1638 6.14 -0.72 -0.37
S -0.9903 2.2945 -0.7117 2.20 -1.16 0.01
I 3.0629 0.5983 -0.3321 -0.73 -0.93 0.08
H 0.1806 1.7281 1.4821 0.27 -1.24 -1.73
H -1.2690 0.8690 1.2889 0.11 0.23 -0.65
H 0.6932 -2.6077 -0.1139 0.28 -0.50 -0.25
H 2.3805 -2.4313 -0.7549 -0.16 -0.86 0.08
H -0.6317 -0.8714 -0.0642 -0.66 -0.09 -0.02
H -2.0971 2.5708 -0.1329 -1.63 0.38 0.81
```
Positions in Å, forces in eV/Å.

The spin multiplicity is 1. The SMILES is N/C(I)=[NH+]/CS. As for the LUMO energy: -4.65 eV. As for the energy: -884.8766 hartree. The highest occupied orbital energy comes out at -12.851 eV. For the energy above the lowest of the compared OMol25 structures with the same formula, charge and spin, the calculation gives 1.216 eV. For the maximum force, the calculation gives 6.80 eV/Å. The total charge is +1. The molecular weight is 217.1 Da.



4.
Here is a structure of composition C20H23ClN2V at a distorted geometry from OMol25. Energies are from ωB97M-V/def2-TZVPD.

Structure (XYZ):
```
47
Properties=species:S:1:pos:R:3:forces:R:3
C 4.2331 0.0102 -2.4554 1.27 -0.04 -0.74
C 4.1223 -1.1344 -3.4695 -0.43 -0.04 0.20
C 4.4156 1.3582 -3.1621 -0.39 0.08 0.21
C 5.3568 -0.2518 -1.4458 -0.36 0.01 0.29
Cl 2.6480 0.0925 -1.5085 0.23 0.02 -0.12
H 5.3560 1.3745 -3.7295 -0.23 -0.14 0.20
H 4.4314 2.1794 -2.4367 0.11 -0.15 -0.10
H 3.5877 1.5485 -3.8548 0.19 -0.09 0.05
H 5.0443 -1.2146 -4.0615 -0.20 0.13 0.24
H 3.2830 -0.9697 -4.1554 0.21 0.04 0.06
H 3.9507 -2.0906 -2.9620 0.13 0.16 -0.07
H 6.3319 -0.2869 -1.9497 -0.33 0.03 0.01
H 5.1974 -1.2047 -0.9279 0.07 0.12 -0.17
H 5.3860 0.5350 -0.6831 0.06 -0.07 -0.20
C -2.6460 -0.0199 -1.1362 0.77 0.37 -0.26
C -1.9310 1.1900 -1.3877 0.09 -0.73 0.03
C -0.5637 0.8430 -1.6517 -0.09 -0.48 0.09
H -2.3648 2.1866 -1.4526 0.16 -0.27 0.12
C -0.4399 -0.5975 -1.5412 -0.61 0.34 -0.17
C -1.7253 -1.1206 -1.1915 0.48 0.97 -0.50
H -1.9677 -2.1769 -1.0623 0.08 0.38 0.09
H -3.7194 -0.0878 -0.9901 0.26 -0.03 0.24
H 0.2151 1.5394 -1.9550 -0.15 -0.34 0.09
H 0.4448 -1.1863 -1.7681 -0.15 0.25 0.22
C 0.2565 -0.2249 2.4044 0.45 0.86 -0.49
C -0.5208 0.9418 2.7157 0.44 0.17 -0.56
C -0.1577 1.9862 1.8181 0.10 -0.41 0.12
H -1.2297 1.0409 3.5343 0.01 -0.15 -0.35
C 0.8901 1.4944 0.9714 -0.06 -0.55 0.18
C 1.1560 0.1192 1.3461 -0.33 0.55 0.35
H 1.9574 -0.5055 0.9621 -0.31 0.14 -0.10
H 0.2282 -1.1825 2.9308 -0.10 0.35 -0.28
H -0.5430 3.0091 1.8361 0.09 -0.46 -0.09
H 1.4414 2.0830 0.2417 -0.11 -0.30 0.16
V -0.9036 0.2652 0.4584 -1.68 -0.97 1.48
N -7.0439 -1.6033 4.5483 2.28 0.64 -1.58
C -6.1054 -1.3365 3.8994 -1.93 -0.57 1.35
C -4.9463 -0.9990 3.1061 -0.08 0.10 -0.03
C -4.7859 0.2953 2.5995 0.16 0.18 -0.18
C -3.6598 0.5860 1.8408 -0.01 -0.17 0.17
N -2.6924 -0.3264 1.5957 -0.21 -0.01 0.05
C -2.8533 -1.5818 2.0768 -0.15 0.41 -0.05
C -3.9684 -1.9524 2.8200 0.32 -0.31 -0.05
H -5.5228 1.0787 2.7796 0.17 -0.29 -0.02
H -3.5228 1.5863 1.4215 0.00 -0.33 0.15
H -2.0658 -2.3057 1.8582 -0.22 0.18 0.07
H -4.0545 -2.9838 3.1732 -0.01 0.43 -0.09
```
Positions in Å, forces in eV/Å.

The spin multiplicity is 2. As for the LUMO energy (spin up / spin down): -9.18 / -8.66 eV. As for the energy: -2289.0075 hartree. As for the expectation value of S²: 0.80. The highest occupied orbital energy (spin up / spin down) comes out at -16.073 / -16.074 eV. For the energy above the lowest of the compared OMol25 structures with the same formula, charge and spin, the calculation gives 0.000 eV. For the maximum force, the calculation gives 2.85 eV/Å. The total charge is +2. The molecular weight is 377.8 Da.